[1]
Density functional theory data (ωB97M-V with the def2-TZVPD basis set) for a 2-piece molecular cluster, C5H10Cl3N overall in a non-equilibrium geometry.

Structure (XYZ):
```
19
Properties=species:S:1:pos:R:3:forces:R:3:lowdin_charge:R:1
C -0.473835 -0.862079 -1.387223 0.693 2.306 2.605 0.006
C 1.295549 0.221208 0.218729 -1.069 -1.439 -0.382 -0.029
C -0.918811 -0.537878 1.156879 -0.871 1.551 -1.889 -0.042
C -0.262361 0.021182 -0.051908 3.523 -1.122 -2.081 -0.679
C 0.192482 4.015924 0.418581 -0.129 0.124 1.264 -1.654
N -0.629534 1.337963 -0.304334 -0.812 1.084 -1.276 0.159
Cl 1.093206 3.900574 1.932846 -0.496 -0.007 -0.846 0.504
Cl 1.050202 4.570266 -0.914589 0.268 0.021 -0.372 0.589
Cl -1.424654 4.607531 0.584732 0.381 -0.264 -0.025 0.539
H -0.588552 -1.872622 -1.231629 0.105 -2.375 0.816 0.052
H -1.350239 -0.540641 -1.811246 -2.335 0.868 -1.099 0.042
H 0.273307 -0.675281 -2.085205 1.541 0.331 -1.105 0.057
H 1.782826 -0.732575 0.113526 0.226 -0.659 0.320 0.074
H 1.371284 0.573789 1.218082 0.434 0.410 0.866 0.053
H 1.816204 0.854712 -0.461523 -0.087 0.822 -0.573 0.066
H -1.912899 -0.603900 0.731282 -0.806 -0.580 1.210 0.099
H -0.475905 -1.392477 1.515557 0.586 -2.292 0.680 0.064
H -0.767378 0.251215 1.844798 -0.546 0.577 1.343 0.073
H -1.306362 1.582322 0.396040 -0.607 0.645 0.547 0.029
```
Forces are in eV/Å.

The molar mass comes out at 190.5 g/mol. The calculation puts the electronic energy at -1631.679923 Ha. The highest occupied orbital energy (spin up / spin down) is -9.32 / -8.51 eV. The relative energy (zero: lowest compared OMol25 entry of this formula, charge and spin) comes out at 334.9 kJ/mol. As for the spin multiplicity: 1.



[2]
Density functional theory data (ωB97M-V with the def2-TZVPD basis set) for a 2-piece molecular cluster, C5H10ClN overall in a non-equilibrium geometry.

Structure (XYZ):
```
17
Properties=species:S:1:pos:R:3:forces:R:3:lowdin_charge:R:1
C 0.340087 0.800708 -2.090238 1.205 0.346 -1.056 0.077
C 0.136039 0.872641 -0.733454 1.653 1.494 -0.344 -0.373
C 1.254143 -0.147019 2.189099 1.081 -0.557 -1.393 -0.176
C -1.982987 -0.053812 -0.697586 -1.448 0.574 -2.836 -0.150
C 0.663339 -1.061828 1.190288 -1.412 -1.694 1.294 -0.664
N -0.875996 0.567248 -0.066178 -3.420 -0.486 1.737 -0.041
Cl 1.494013 -1.771197 -0.145885 0.206 0.059 0.545 0.604
H 1.259960 1.097762 -2.531000 1.004 0.415 0.287 0.050
H -0.248948 0.470410 -2.892133 -1.603 -0.676 -0.261 0.044
H 0.890875 1.304198 -0.083974 0.635 0.103 -0.536 0.096
H 1.886314 0.546504 1.644884 0.714 0.068 0.328 0.057
H 1.797580 -0.756301 2.922131 0.179 0.525 0.136 0.080
H 0.510715 0.465986 2.635255 -0.907 0.204 0.608 0.064
H -2.310787 0.445413 -1.706061 0.691 -0.360 1.499 0.103
H -1.700618 -1.043138 -1.085023 -0.190 -0.188 0.580 0.083
H -2.934399 -0.056792 -0.137867 0.845 -0.270 0.274 0.074
H -0.179328 -1.680783 1.587743 0.767 0.444 -0.862 0.072
```
Forces are in eV/Å.

The molar mass comes out at 119.6 g/mol. The calculation puts the electronic energy at -711.280563 Ha. The highest occupied orbital energy (spin up / spin down) is -7.07 / -9.43 eV. The relative energy (zero: lowest compared OMol25 entry of this formula, charge and spin) comes out at 18.9 kJ/mol. As for the spin multiplicity: 3.



[3]
Density functional theory data (ωB97M-V with the def2-TZVPD basis set) for an isolated ion of composition C5H10ClN2O2S and charge +1 in a non-equilibrium geometry.

Structure (XYZ):
```
21
Properties=species:S:1:pos:R:3:forces:R:3:lowdin_charge:R:1
C 0.521876 1.276745 2.207128 2.369 0.680 -3.693 -0.672
C 1.108674 1.178719 0.403197 -0.271 4.533 3.344 -0.005
C -1.440847 0.090363 1.660513 -0.176 -1.367 0.950 -0.209
C -1.066459 -0.121665 0.217177 1.857 -0.079 0.696 -0.078
C 0.817319 -0.564226 -1.369106 -0.007 0.352 1.700 0.071
N -0.863761 1.387489 2.125416 -1.174 -0.661 1.198 -0.409
N 0.438617 -0.045746 0.049786 -1.748 1.394 -3.762 -0.192
O 2.996623 2.078092 2.509673 0.823 0.095 0.125 -0.424
O 1.153946 0.285189 2.876419 0.413 -1.382 1.013 -0.249
S 1.865524 1.777676 3.335078 -1.373 0.031 -0.977 1.103
Cl -1.493332 1.795942 3.754933 0.217 -0.302 -0.961 0.694
H 0.727939 2.196546 0.015042 0.140 -2.128 -0.028 0.159
H 2.261324 1.212269 0.304165 -2.025 -0.716 0.424 0.147
H -2.503665 0.134457 1.602811 -0.976 0.657 0.369 0.112
H -1.313264 -0.865645 2.337256 0.591 1.947 -1.070 0.176
H -1.241376 -1.129163 -0.117635 -0.761 -0.309 -0.012 0.136
H -1.492106 0.603580 -0.444459 -0.284 0.442 -0.333 0.141
H 0.147769 0.017149 -2.099899 1.639 -0.850 0.900 0.141
H 1.910761 -0.323162 -1.216248 -1.010 -0.600 -1.902 0.118
H 0.589141 -1.673192 -1.360029 0.429 1.360 -0.295 0.124
H 0.828897 -0.612912 0.703683 1.327 -3.098 2.315 0.115
```
Forces are in eV/Å.

Its total charge is +1. The molar mass comes out at 197.7 g/mol. The calculation puts the electronic energy at -1314.459552 Ha. The highest occupied orbital energy is -13.80 eV. The relative energy (zero: lowest compared OMol25 entry of this formula, charge and spin) comes out at 225.6 kJ/mol. As for the spin multiplicity: 1.



[4]
Density functional theory data (ωB97M-V with the def2-TZVPD basis set) for a 2-piece molecular cluster, C5H10ClNO2 overall in a non-equilibrium geometry.

Structure (XYZ):
```
19
Properties=species:S:1:pos:R:3:forces:R:3:lowdin_charge:R:1
C -0.325323 -2.139516 -0.245143 -0.979 0.508 1.534 -0.579
C 1.039098 1.448505 -1.973620 0.822 -0.524 0.051 -0.148
C -0.196655 2.370947 0.078290 -0.800 -0.159 -1.850 -0.160
C -0.850137 -2.497754 2.091309 2.121 -0.416 1.135 -0.046
C 0.420346 1.101689 -0.571184 1.330 2.301 -0.149 -0.784
N -0.515163 -1.636566 0.998850 2.503 0.343 1.780 -0.042
O 0.316018 -2.728105 -1.001939 1.204 -1.038 -1.724 0.219
O -1.503037 -1.564197 -0.039264 -2.699 0.052 -2.654 0.110
Cl 1.788425 0.691089 0.511831 0.481 -0.483 0.343 0.573
H 1.581002 0.503224 -2.423969 -1.147 2.047 0.761 0.103
H 1.778668 2.382384 -1.989281 -1.525 -2.167 0.484 0.113
H 0.159287 1.752254 -2.549542 0.324 -0.243 -0.519 0.057
H -0.890623 2.899775 -0.641232 0.481 -0.794 0.470 0.081
H 0.700898 3.023950 0.058014 -0.890 0.081 1.427 0.065
H -0.851790 2.096279 0.956544 1.519 0.762 -0.428 0.093
H -1.540426 -1.886584 2.659153 -0.580 -0.839 0.397 0.093
H -0.981734 -3.590429 1.912519 -0.898 0.907 -0.260 0.109
H 0.115692 -2.504811 2.665384 -0.818 0.215 -0.163 0.112
H -0.244546 0.277867 -0.496719 -0.447 -0.554 -0.636 0.030
```
Forces are in eV/Å.

The SMILES is CN1OC1=O.CC(C)Cl. The molar mass comes out at 151.6 g/mol. The calculation puts the electronic energy at -861.807520 Ha. The highest occupied orbital energy is -10.13 eV. The relative energy (zero: lowest compared OMol25 entry of this formula, charge and spin) comes out at 383.0 kJ/mol. As for the spin multiplicity: 1.



[5]
Density functional theory data (ωB97M-V with the def2-TZVPD basis set) for one molecule with the formula C5H10ClNO2Si in a non-equilibrium geometry.

Structure (XYZ):
```
20
Properties=species:S:1:pos:R:3:forces:R:3:lowdin_charge:R:1
C -0.454419 1.000010 0.702258 0.135 -6.403 -3.479 -0.422
C 0.068695 3.097206 0.863723 -1.335 0.895 -1.578 -0.144
C 0.594272 2.613272 -0.497421 -2.903 -0.538 0.852 -0.126
C 0.443017 -2.980734 1.144114 0.030 0.722 1.675 -0.296
C -0.164315 -1.478164 -1.849471 1.894 -0.258 -1.113 -0.254
N -0.633632 2.031359 1.458699 -0.385 1.437 1.909 0.234
O -0.906069 -0.227908 0.825260 0.903 6.079 1.084 -0.017
O 0.403078 1.230770 -0.405831 -1.455 -1.490 1.944 -0.018
Si -0.625610 -2.104357 -0.098056 0.512 -0.322 -1.289 0.119
Cl -2.332909 -3.157491 -0.120402 -1.565 -1.096 -0.367 0.275
H 0.692496 3.574294 1.568728 1.167 0.439 0.702 0.123
H -0.681153 3.847767 0.616218 -0.334 0.443 0.410 0.141
H -0.059470 2.914097 -1.331073 0.689 0.609 0.190 0.146
H 1.588378 2.742447 -0.594030 3.248 1.008 -0.896 0.093
H 1.298492 -2.259348 1.296007 -0.551 -1.024 0.171 0.024
H -0.231981 -2.923513 2.108055 1.373 -0.045 -1.756 0.060
H 0.784259 -4.024056 1.067411 0.043 0.261 -0.251 0.011
H 0.916125 -1.749857 -2.052539 -0.761 -0.140 0.267 0.027
H -0.661865 -1.765775 -2.815927 -0.062 -0.091 1.231 0.032
H -0.037387 -0.380018 -1.885722 -0.643 -0.487 0.293 -0.009
```
Forces are in eV/Å.

The molar mass comes out at 179.7 g/mol. The calculation puts the electronic energy at -1151.285089 Ha. The highest occupied orbital energy (spin up / spin down) is -3.64 / -9.90 eV. As for the spin multiplicity: 3.



Which of these has the lowest molar mass? C5H10ClN